Density functional theory data (ωB97M-V with the def2-TZVPD basis set) for a 8-piece molecular cluster, C53H51BF7N2O5 overall.

XYZ file:
```
119
Properties=species:S:1:pos:R:3:mulliken_charge:R:1
F 3.359 1.731 1.081 -0.264
F 2.775 -1.729 0.859 -0.141
F 2.640 0.553 -1.653 -0.324
F 4.499 0.094 1.971 -0.028
F 2.473 0.449 2.572 -0.239
F 3.304 -1.488 -1.628 -0.254
F 1.455 -0.111 0.321 -0.246
O 9.351 1.968 -0.250 -0.380
O 9.548 -0.710 -0.686 -0.263
O 5.507 -2.412 1.156 -0.725
O 11.158 -1.543 -1.862 -0.298
O 9.054 2.155 -2.462 -0.488
N 10.052 -1.269 -1.961 0.265
N 4.784 0.147 -1.045 0.384
C 1.002 -5.401 2.890 -0.621
C -0.491 0.160 -4.706 -0.670
C 7.543 0.431 5.507 -0.443
C -5.286 3.067 -2.914 -0.412
C -0.812 -0.502 -2.416 -0.114
C 5.357 1.638 8.314 -0.336
C 4.639 -0.223 9.656 -0.557
C 0.025 -0.077 -3.439 0.016
C -15.911 -0.008 -3.103 -0.486
C -4.025 2.703 -3.365 -0.313
C -1.844 -0.029 -4.950 -0.426
C 7.361 1.101 -1.257 1.433
C -4.207 4.294 -5.158 -0.516
C -14.178 -0.571 -4.671 -0.045
C 8.929 1.582 3.915 -0.529
C -8.429 1.970 -4.859 -0.338
C 7.338 -0.055 3.164 0.355
C 4.611 0.597 10.776 -0.333
C -2.166 -0.685 -2.659 -0.654
C 6.277 1.890 -1.636 -1.350
C -15.993 -2.099 -4.286 -0.334
C 8.535 1.361 5.227 -0.735
C -9.678 0.762 -3.196 -0.714
C -6.011 4.041 -3.589 -0.597
C 0.632 -5.942 4.113 -0.356
C 1.020 -3.203 3.870 -0.340
C -14.727 0.313 -3.751 -0.171
C -3.484 3.317 -4.486 -0.373
C 2.742 -0.459 0.454 1.061
C 8.241 -1.177 -0.460 -1.532
C -5.471 4.653 -4.711 -0.361
C 6.942 -0.275 4.476 -0.738
C -9.608 2.267 -5.528 -0.585
C -2.682 -0.448 -3.925 -0.479
C 0.461 -5.115 5.214 -0.396
C 8.333 0.871 2.882 -0.279
C 5.815 -0.668 -0.680 0.125
C 8.703 1.768 -1.397 -0.287
C -10.857 1.056 -3.868 -0.028
C -8.465 1.216 -3.694 -0.285
C 4.951 1.938 10.663 -0.395
C 3.383 -0.328 -0.985 0.012
C 5.322 2.459 9.432 -0.438
C 4.998 1.398 -1.511 -0.013
C 7.135 -0.198 -0.803 0.478
C -16.544 -1.214 -3.369 -0.387
C 3.311 0.485 1.548 0.235
C 5.571 -3.346 -1.234 -1.133
C 5.013 0.298 8.426 -0.167
C -14.812 -1.776 -4.939 -0.578
C -10.822 1.807 -5.034 -0.162
C 0.653 -3.745 5.093 -0.519
C 1.197 -4.031 2.770 -0.158
B 5.593 -2.195 -0.166 0.768
H 8.092 -2.070 -1.072 0.802
H -16.342 0.683 -2.390 0.357
H -5.707 2.592 -2.037 0.477
H 0.176 -5.538 6.168 0.372
H -11.803 0.700 -3.482 0.153
H 10.297 1.847 -0.422 0.351
H -16.485 -3.041 -4.492 0.360
H 1.485 -3.610 1.816 0.474
H -3.737 -0.589 -4.115 0.414
H -7.483 2.325 -5.244 0.483
H 4.165 2.020 -1.779 0.569
H 1.078 0.068 -3.255 0.340
H 9.702 2.308 3.697 0.413
H 5.652 2.044 7.354 0.412
H -3.785 4.774 -6.032 0.391
H 8.172 -1.490 0.581 0.434
H 5.307 -2.966 -2.219 0.369
H -6.996 4.320 -3.241 0.417
H 4.324 0.190 11.737 0.362
H 0.160 0.492 -5.504 0.388
H 5.585 3.506 9.344 0.365
H -14.386 -2.463 -5.658 0.362
H 1.135 -6.046 2.030 0.371
H -11.741 2.035 -5.560 0.377
H 5.020 -3.212 1.384 0.329
H 4.369 -1.267 9.744 0.361
H 5.035 -0.343 7.552 0.386
H -9.582 2.857 -6.436 0.368
H -6.037 5.410 -5.239 0.392
H 1.165 -2.134 3.774 0.402
H -17.466 -1.465 -2.861 0.357
H 6.570 -3.773 -1.322 0.355
H -2.248 0.153 -5.937 0.426
H 0.515 -3.101 5.952 0.385
H 6.164 -0.997 4.694 0.431
H -7.544 0.985 -3.173 0.360
H 8.646 1.043 1.861 0.385
H 0.476 -7.008 4.207 0.369
H -2.821 -1.009 -1.860 0.390
H -2.499 3.034 -4.835 0.421
H -9.707 0.178 -2.285 0.352
H 6.438 2.886 -2.012 0.587
H -13.256 -0.320 -5.180 0.224
H -0.412 -0.691 -1.428 0.332
H 4.886 -4.149 -0.971 0.440
H -3.463 1.940 -2.843 0.473
H -14.232 1.252 -3.539 0.364
H 6.867 -0.611 2.364 0.176
H 4.926 2.577 11.536 0.366
H 9.000 1.913 6.032 0.398
H 7.239 0.256 6.531 0.556
```

* spin multiplicity: 1
* HOMO-LUMO gap: 5.26 eV
* E_HOMO: -0.37277 hartree
* net charge: +1

Density functional theory data (ωB97M-V with the def2-TZVPD basis set) for an isolated molecule of C23H29N5O4 in a non-equilibrium geometry.

XYZ file:
```
61
Properties=species:S:1:pos:R:3:nbo_charge:R:1
O -0.800 2.117 2.485 -0.537
O 3.949 -0.105 0.878 -0.532
O -2.583 -2.290 -3.275 -0.446
O 0.745 3.604 0.560 -0.501
N 2.392 2.006 1.929 -0.456
N -4.138 -0.649 0.900 -0.369
N -0.484 -2.985 -4.052 -0.299
N -4.590 -1.776 -2.407 -0.800
N 0.740 -3.008 -3.508 -0.322
C 2.078 -3.522 -0.357 -0.595
C -1.252 -2.481 -3.105 0.418
C -3.475 -1.032 0.039 0.290
C 0.237 2.354 0.353 0.276
C -1.936 2.293 4.556 -0.617
C -1.166 -1.585 -0.727 -0.225
C 0.436 1.857 -0.929 -0.246
C 3.733 1.078 0.141 -0.078
C -2.664 -1.499 -0.998 -0.351
C -0.871 0.292 0.898 -0.312
C 1.033 4.078 1.855 -0.068
C 1.948 3.148 2.695 -0.240
C -0.017 0.607 -1.310 -0.236
C 3.512 2.286 1.052 -0.252
C -0.644 -0.203 -0.382 -0.033
C -0.495 1.573 1.270 0.322
C 2.027 -2.451 -1.448 -0.431
C 0.773 -2.528 -2.243 0.194
C 2.874 -0.347 1.755 -0.070
C -1.624 1.387 3.374 -0.067
C -3.243 -1.820 -2.185 0.588
C -0.528 -2.177 -1.938 -0.192
C 2.664 0.822 2.716 -0.242
H 2.848 0.959 -0.501 0.176
H -1.102 0.483 3.719 0.166
H 1.531 5.034 1.668 0.185
H 3.002 -3.429 0.206 0.217
H -5.149 -1.229 -1.774 0.412
H 2.030 -4.517 -0.794 0.206
H 2.884 -2.569 -2.115 0.211
H -1.018 2.591 5.057 0.206
H 1.946 -0.497 1.183 0.170
H -2.449 3.187 4.212 0.215
H 3.124 -1.260 2.300 0.190
H -4.882 -1.825 -3.368 0.406
H -1.002 -2.237 0.145 0.219
H -1.383 -0.341 1.605 0.226
H 0.140 0.265 -2.322 0.220
H 4.621 1.216 -0.478 0.192
H 1.513 -3.353 -4.054 0.410
H 4.434 2.487 1.630 0.167
H 3.277 3.158 0.442 0.216
H 0.108 4.269 2.408 0.192
H -2.552 1.087 2.871 0.196
H 3.562 0.944 3.348 0.168
H 2.795 3.734 3.090 0.172
H 1.806 0.612 3.358 0.203
H 0.957 2.490 -1.631 0.222
H -2.572 1.767 5.262 0.217
H 2.093 -1.465 -0.983 0.235
H 1.375 2.773 3.544 0.207
H 1.242 -3.405 0.328 0.205
```

* structure (SMILES): CCOc1cc([C@H]2C(C#N)=C(N)Oc3n[nH]c(CC)c32)ccc1OCCN1CCOCC1
* spin multiplicity: 1
* HOMO-LUMO gap: 8.34 eV
* E_HOMO: -0.27934 hartree
* energy relative to the best compared isomer or geometry (same formula, charge and spin): 4.144 eV

Density functional theory data (ωB97M-V with the def2-TZVPD basis set) for an isolated molecule of C2H3NO2S in a non-equilibrium geometry.

XYZ file:
```
9
Properties=species:S:1:pos:R:3:nbo_charge:R:1
S -0.873 -0.881 -0.711 0.343
O 1.190 1.231 -0.705 -0.550
O -2.951 0.537 -0.167 -0.499
N 0.522 -0.769 0.363 -0.796
C -1.769 0.539 0.037 0.295
C 1.421 0.195 -0.141 0.531
H 2.570 -0.082 0.156 0.098
H -1.274 1.066 0.792 0.155
H 1.164 -1.836 0.376 0.422
```

* structure (SMILES): O=CNSC=O
* spin multiplicity: 1
* HOMO-LUMO gap: 9.69 eV
* E_HOMO: -0.35579 hartree
* energy relative to the best compared isomer or geometry (same formula, charge and spin): 2.613 eV

Density functional theory data (ωB97M-V with the def2-TZVPD basis set) for C12H8N2O4Ti as an isolated structure in a non-equilibrium geometry.

XYZ file:
```
27
Properties=species:S:1:pos:R:3:nbo_charge:R:1
Ti -0.652 1.165 -0.102 0.866
O -2.669 1.877 -2.604 -0.263
O -2.400 0.171 2.392 -0.268
O 2.211 2.450 -0.766 -0.266
O -1.034 -1.173 -2.283 -0.312
N 3.328 -5.448 0.860 -0.117
N 0.638 -0.804 0.348 -0.534
C 1.810 -0.976 -0.282 0.055
C 2.538 -2.157 -0.168 -0.170
C -1.733 0.543 1.512 0.518
C 1.172 1.992 -0.496 0.517
C -1.049 -0.222 -1.618 0.550
C -1.226 3.112 0.491 -0.749
C 0.051 -1.857 0.942 0.050
C -2.134 3.342 -0.686 -0.500
C 0.719 -3.066 1.107 -0.161
C -2.084 2.037 -1.578 0.460
C 1.989 -3.222 0.547 -0.029
C 2.715 -4.465 0.689 0.192
H -3.184 3.528 -0.384 0.311
H -1.745 3.149 1.454 0.277
H -0.979 -1.737 1.276 0.215
H -1.818 4.211 -1.297 0.310
H 3.517 -2.231 -0.632 0.280
H 2.165 -0.163 -0.915 0.214
H -0.388 3.816 0.540 0.277
H 0.239 -3.873 1.653 0.279
```

* spin multiplicity: 3
* HOMO-LUMO gap (spin up / spin down): 6.59 / 6.93 eV
* E_HOMO (spin up / spin down): -0.62566 / -0.63174 hartree
* net charge: +2
* energy relative to the best compared isomer or geometry (same formula, charge and spin): 0.000 eV

Density functional theory data (ωB97M-V with the def2-TZVPD basis set) for a 3-piece molecular cluster, C3H12NO2 overall.

XYZ file:
```
18
Properties=species:S:1:pos:R:3:nbo_charge:R:1
O 0.776 -2.137 1.041 -0.961
O 0.852 1.063 1.843 -0.978
N 0.464 0.040 -0.824 -0.370
C 1.260 0.447 -1.711 0.108
C -1.865 0.658 -0.238 -0.617
C -0.954 -0.283 -1.031 -0.231
H 1.645 -2.317 1.426 0.483
H -1.767 0.455 0.827 0.224
H 1.740 0.944 2.197 0.492
H -2.891 0.412 -0.510 0.249
H 2.287 0.686 -1.441 0.226
H 0.201 -2.301 1.805 0.486
H 0.761 0.065 0.160 0.481
H 0.360 1.610 2.476 0.505
H -1.072 -1.315 -0.729 0.245
H -1.594 1.685 -0.451 0.223
H -1.142 -0.216 -2.103 0.214
H 0.939 0.503 -2.739 0.219
```

* spin multiplicity: 1
* HOMO-LUMO gap: 11.25 eV
* E_HOMO: -0.56751 hartree
* net charge: +1
* energy relative to the best compared isomer or geometry (same formula, charge and spin): 0.741 eV

Density functional theory data (ωB97M-V with the def2-TZVPD basis set) for C54H44CrF3N5O5P2S2 as an isolated structure in a non-equilibrium geometry.

XYZ file:
```
116
Properties=species:S:1:pos:R:3:mulliken_spin:R:1
Cr 0.284 0.426 -0.921 2.968
S 2.890 -1.526 0.069 0.001
S -1.763 3.027 -0.902 0.015
P 0.794 -1.942 -2.404 0.054
P 0.921 -0.639 2.583 0.010
F -3.004 4.212 3.097 0.000
F -2.015 5.423 1.623 0.000
F -1.490 5.698 3.763 0.000
O -1.038 4.286 -1.009 0.006
O -2.840 -0.065 -0.360 0.006
O -2.067 2.697 0.550 0.006
O 2.290 -0.282 -0.533 0.006
O -0.774 -0.931 -0.117 -0.066
N 1.081 1.711 -2.337 -0.062
N 0.439 1.552 0.533 0.025
N -0.325 3.090 -3.645 -0.003
N -1.044 1.773 -1.729 -0.108
N -7.180 3.654 -3.218 0.000
C -4.258 1.966 -1.859 0.003
C -0.675 3.054 4.014 0.000
C -1.829 -1.837 5.285 0.000
C 3.424 -0.551 4.042 -0.002
C 3.400 -1.321 1.783 0.002
C -0.106 2.253 -2.637 0.040
C 0.636 4.224 2.296 -0.004
C 2.998 -3.667 -2.822 0.001
C -5.956 3.459 -2.615 0.000
C -0.472 -2.589 -3.552 -0.031
C 0.767 -3.064 -0.957 -0.009
C 4.758 -1.658 1.896 0.000
C -1.804 4.817 2.775 -0.002
C -0.082 1.867 4.146 0.002
C 4.310 -3.945 -3.177 0.000
C -3.963 4.415 -1.644 0.002
C -1.135 -1.152 4.323 0.000
C 2.416 -2.461 -3.144 -0.005
C -1.373 2.534 1.838 0.018
C 0.458 1.221 2.899 0.021
C 0.748 -2.612 4.645 0.000
C 2.718 -0.807 2.862 0.000
C -5.197 4.602 -2.279 0.000
C 1.838 2.061 2.514 0.008
C 1.606 3.784 1.292 0.017
C -5.481 2.155 -2.363 -0.001
C -3.506 3.130 -1.449 0.000
C 1.631 -3.617 1.234 0.005
C 3.178 -1.480 -3.797 0.004
C -0.787 3.690 2.617 0.020
C -2.603 -2.052 0.778 -0.001
C 0.198 -1.480 4.007 -0.001
C 2.058 3.070 -4.016 -0.002
C 0.000 -3.338 5.567 0.000
C 1.620 2.263 0.957 0.067
C 0.756 3.482 -4.336 0.008
C 0.004 -4.206 -0.958 -0.005
C 1.618 -2.821 0.130 0.002
C 1.897 3.519 2.776 -0.004
C 2.174 2.164 -3.036 0.014
C 5.450 -1.414 3.070 0.000
C -2.776 -2.480 -4.330 0.004
C 0.681 -4.622 1.356 -0.001
C -1.105 -3.785 -5.567 0.000
C -0.155 -3.395 -4.626 0.000
C -0.450 1.398 1.664 -0.073
C 4.492 -1.700 -4.218 0.000
C 0.010 -5.021 0.147 0.001
C -2.082 -0.906 0.034 0.014
C 4.799 -0.765 4.183 0.000
C -1.770 -2.069 -3.477 0.034
C -1.280 -2.932 5.897 0.000
C 5.035 -2.987 -3.890 0.000
C -2.463 -3.321 -5.354 0.001
H 0.387 -4.204 6.067 0.000
H 0.524 4.123 -5.211 0.000
H 0.690 5.277 2.463 0.000
H -5.698 5.594 -2.249 0.000
H -0.580 -4.321 -1.859 0.000
H -2.247 -2.962 0.219 -0.001
H 6.513 -1.759 3.154 0.000
H -2.298 -2.122 1.830 0.000
H -6.058 1.269 -2.721 0.000
H 2.484 -4.390 -2.280 0.000
H -7.576 4.593 -3.341 0.000
H -3.448 5.287 -1.222 0.000
H 5.338 -2.124 1.063 0.000
H -0.771 -4.395 -6.367 0.000
H 2.854 1.652 2.649 0.000
H 0.925 -3.711 -4.887 0.000
H 5.295 -0.533 5.165 0.000
H -1.033 3.644 4.855 0.000
H -3.687 -2.060 0.736 0.000
H 2.633 3.980 3.381 0.000
H 1.780 -2.977 4.403 0.000
H 2.950 3.383 -4.514 0.000
H -2.050 -1.283 -2.711 -0.001
H 2.672 -0.543 -3.926 0.002
H 4.762 -4.832 -2.779 0.000
H -3.817 -2.154 -4.225 0.000
H -3.201 -3.682 -6.060 0.000
H 2.883 -0.116 4.854 0.000
H 6.092 -3.082 -4.181 0.000
H 2.086 4.489 0.659 0.002
H -0.521 -5.941 0.070 0.000
H -3.828 0.995 -1.593 0.003
H -1.572 -0.330 3.743 0.001
H 2.283 -3.433 2.010 -0.001
H 0.120 1.415 5.148 0.000
H 5.071 -0.994 -4.798 0.000
H -1.755 -3.544 6.644 0.000
H 3.181 1.703 -2.700 0.000
H -2.288 2.302 2.448 -0.007
H -7.791 2.843 -3.364 0.000
H -2.879 -1.575 5.455 0.000
H 2.493 2.019 0.357 0.000
H -1.103 0.549 1.443 -0.007
H 0.655 -5.291 2.204 0.000
```

* spin multiplicity: 4
* HOMO-LUMO gap (spin up / spin down): 7.48 / 7.62 eV
* E_HOMO (spin up / spin down): -0.36263 / -0.36769 hartree
* net charge: +1
* energy relative to the best compared isomer or geometry (same formula, charge and spin): 4.249 eV